119
Properties=species:S:1:pos:R:3:forces:R:3 method="wB97M-V/def2-TZVPD" charge=+1 homo_energy_ev="-10.00 / -9.94" gap_ha="0.2152 / 0.2115"
H -3.376911 1.841058 4.992903 0.06 -0.09 -0.04
H 5.021143 6.637957 -0.848761 0.01 -0.04 0.01
C -2.851447 3.950531 0.102066 -0.32 -0.05 -0.02
C 5.775915 0.947160 1.105454 -0.01 0.02 0.01
H 2.501702 -1.507421 6.173022 0.03 0.06 -0.07
H -2.510766 1.935580 7.295812 0.05 -0.07 0.00
H -6.605684 0.211377 1.052184 0.05 0.04 0.00
C 1.636125 3.521312 -0.354569 -0.12 -0.12 -0.02
C -1.213005 2.189290 -0.092962 0.25 -0.07 -0.03
H -1.459096 6.078800 1.274328 -0.06 0.03 -0.07
Br -0.035669 -0.127279 2.907483 -0.05 0.06 0.51
H 1.704518 6.083173 0.703857 0.10 0.01 0.00
C -3.866851 2.936239 -0.005653 0.02 0.19 0.01
H 2.931789 6.950304 -2.022579 -0.02 -0.07 0.02
C -2.653976 1.066838 4.704148 -0.08 0.10 0.09
H -0.474129 -3.571698 0.857250 -0.04 -0.12 0.19
H -3.141079 0.102232 4.832476 0.02 0.05 -0.01
H 0.894779 -1.958670 7.419380 -0.13 -0.03 -0.03
C -2.280018 1.164488 -0.157633 0.18 -0.20 -0.10
H -5.067669 4.956552 1.465658 0.09 0.04 0.00
C -5.730775 0.866379 1.082340 0.01 0.01 0.01
H -2.639498 -1.484602 6.158754 0.04 -0.07 -0.07
C 3.931572 2.853395 -0.306818 0.01 0.19 -0.04
H 2.668199 -1.112714 4.448560 0.00 0.05 0.08
H 1.629611 2.512274 4.771994 0.03 -0.04 -0.01
H 5.452242 -1.503861 0.099078 -0.04 0.02 0.01
H 1.328154 -2.825955 5.002234 -0.04 0.00 0.00
Si -0.058595 -0.054354 5.240097 -0.07 -0.02 -0.42
H -2.212137 -3.143626 5.751812 0.00 0.09 -0.03
C 1.756643 0.956812 7.092516 0.15 0.03 0.05
H 3.231790 5.773498 1.545257 -0.03 0.03 -0.06
H 6.080618 1.679455 -1.547178 -0.04 -0.06 0.02
C 5.692899 0.669600 -1.391892 -0.01 0.01 -0.01
C 4.521378 -0.930336 0.094302 0.05 -0.03 0.01
H 6.545886 -0.014457 -1.366938 -0.06 0.05 0.01
H -0.055093 -3.881659 5.279660 0.04 0.08 -0.05
Ca -0.027622 -0.595508 0.198628 -0.08 -2.52 0.19
H 1.548028 -4.262675 0.038299 0.06 -0.20 0.03
H -6.588308 0.366817 -1.493027 0.05 0.04 0.01
C -1.398054 1.241594 5.577983 -0.07 0.04 0.07
N -0.082114 -3.039779 0.090496 0.26 -0.27 0.03
H -4.376672 6.884364 -0.873308 0.01 -0.08 0.00
C -1.800986 1.132466 7.064073 -0.08 0.13 0.04
H -0.062766 2.945812 5.983096 -0.07 0.00 -0.06
H -0.518247 -3.008121 7.535819 0.03 0.08 -0.01
C 2.941920 3.884680 -0.414655 0.31 -0.04 0.00
H 1.857289 -2.740471 0.562862 0.05 0.06 0.07
C -4.144921 5.539932 1.532250 -0.01 -0.01 0.06
H -3.989851 -1.181668 0.597247 -0.02 0.02 -0.02
H -6.073470 2.053222 -1.396980 0.03 -0.06 0.01
C 4.821595 5.574130 -0.707116 0.04 0.01 -0.01
C -4.881955 0.659681 -0.184970 0.08 0.03 0.00
C -0.872445 2.660845 5.309505 -0.10 0.09 0.04
H -2.295958 0.185462 7.293774 0.04 0.13 -0.03
C -4.553278 -0.836213 -0.269392 -0.05 -0.02 -0.01
C -1.555479 3.565829 0.055649 0.11 -0.15 0.02
H -0.949853 1.243607 7.744176 -0.11 0.00 -0.09
H -0.551262 -3.353518 -0.747152 -0.09 -0.06 -0.17
C 3.683445 1.515029 -0.157139 0.06 -0.01 0.04
H 4.008111 -1.108709 1.041557 0.04 0.02 -0.06
H 5.211219 0.896333 2.041368 0.04 0.00 -0.06
C 1.713907 0.474738 5.627352 0.09 0.08 0.06
H 0.874747 4.270632 -0.488089 0.01 -0.02 -0.02
H -0.680165 -1.280299 7.858172 0.05 -0.10 -0.08
C -4.094927 5.831412 -0.960510 -0.02 0.00 -0.05
H 1.400523 0.199899 7.799081 0.06 0.09 -0.09
C 0.246639 -2.893573 4.909546 -0.04 -0.11 0.10
C -2.072999 6.334022 0.404069 0.05 0.04 0.00
C 2.689395 -0.700646 5.462543 0.13 0.04 0.06
H 4.969371 3.159277 -0.365101 -0.08 -0.01 0.01
H -4.896522 3.276993 0.025284 0.06 0.00 0.00
C -2.007941 -2.093329 5.509909 -0.02 -0.13 0.08
C 2.222719 1.602232 4.709497 0.13 0.02 0.09
H 5.073295 0.409276 -2.254461 0.04 0.01 0.05
C -0.178608 -2.014636 7.219487 -0.04 -0.12 0.05
O -1.932124 -0.064326 -0.244344 -2.22 1.36 -0.47
H -5.015226 5.249588 -1.063812 0.08 0.04 0.01
H -3.987292 -1.084925 -1.166145 -0.03 0.02 0.03
H -1.695042 3.368493 5.471861 0.08 -0.05 -0.02
H 1.558534 5.859262 -1.818702 0.10 0.00 0.00
H -6.090123 1.893134 1.182221 0.03 -0.05 -0.02
H -0.007934 -2.843091 3.848940 -0.02 0.00 0.04
H 2.260110 1.290556 3.663090 0.02 0.01 0.08
C 4.886598 0.550019 -0.086221 -0.09 0.02 0.01
O 1.933606 -0.092127 0.129197 2.21 1.30 -0.26
H -2.420705 7.360712 0.534191 0.02 -0.04 -0.01
H 2.969037 5.335489 -2.750558 -0.02 0.04 0.06
C -3.278746 5.403750 0.269672 -0.06 -0.05 0.01
C -0.509026 -1.828789 5.722762 -0.01 -0.08 0.10
H 6.625014 0.261305 1.181580 -0.07 0.06 -0.02
N 0.017983 1.658632 -0.134765 -0.01 0.76 -0.12
H -3.510925 5.707582 -1.876601 -0.04 0.02 0.06
H -0.529760 2.784272 4.277174 -0.05 -0.02 0.08
H -5.125980 0.895610 -2.339446 -0.03 0.00 0.05
C 2.793527 6.151869 0.617140 -0.01 0.01 0.04
N 1.322594 -3.289094 -0.097041 -0.19 0.10 -0.16
H 5.348491 5.259689 0.198454 -0.04 0.01 -0.06
C -5.715099 1.021279 -1.427304 0.02 0.03 0.01
H -1.441440 6.310556 -0.490733 -0.06 0.00 0.08
H 1.172114 1.867110 7.249106 0.09 -0.10 -0.02
C 3.310563 5.360773 -0.595634 0.02 -0.04 0.00
H 3.245438 1.854986 5.017615 -0.10 -0.02 -0.03
C 2.308282 1.119608 -0.066385 -0.22 -0.13 0.08
H -5.499221 -1.382205 -0.300332 0.02 0.00 0.00
H 6.174813 1.959568 1.005893 -0.03 -0.06 0.00
H 5.247926 5.042014 -1.562781 -0.04 0.03 0.06
H -2.433817 1.200924 3.642966 0.00 0.01 0.05
C 2.650076 5.904327 -1.872750 -0.01 -0.01 -0.04
C 1.264212 2.162859 -0.178772 -0.21 -0.12 0.05
H 3.058636 7.208678 0.519380 -0.03 -0.08 0.00
C -3.654646 1.594040 -0.120799 -0.03 0.01 0.05
H -5.152912 0.622127 1.978801 -0.03 0.01 -0.05
H -3.595660 5.206464 2.417942 -0.04 0.03 -0.06
H -0.777817 4.296870 0.179418 -0.01 -0.04 0.01
H 3.706004 -0.333488 5.649109 -0.08 -0.05 -0.02
H 2.795746 1.186814 7.356468 -0.08 -0.01 0.01
H -2.312320 -1.926015 4.472429 0.04 -0.03 0.06
H -4.426724 6.586090 1.678922 0.01 -0.07 -0.01
H 3.893820 -1.306328 -0.713662 0.04 0.03 0.03